15
Properties=species:S:1:pos:R:3:mulliken_charge:R:1 method="wB97M-V/def2-TZVPD" multiplicity=1
C 0.011 1.886 -3.261 -0.06
C 0.175 1.394 -2.151 -0.79
C 0.149 1.195 -0.611 0.87
Br 0.746 2.947 0.230 -0.16
C 1.107 0.112 -0.186 -0.63
C 0.767 -0.740 0.763 -0.40
C -0.719 -0.933 1.177 -0.48
C -1.579 0.088 0.390 -0.18
N -1.184 0.944 -0.357 -0.47
H 0.032 1.967 -4.265 0.49
H 2.035 0.305 -0.542 0.47
H 1.545 -1.414 1.141 0.36
H -1.048 -1.901 0.883 0.35
H -0.785 -0.712 2.305 0.27
H -2.695 0.014 0.435 0.36

---

116
Properties=species:S:1:pos:R:3:mulliken_charge:R:1 method="wB97M-V/def2-TZVPD" multiplicity=1
C -1.356 2.231 0.663 -1.60
C -1.421 1.268 -0.515 -0.20
N -2.153 0.025 -0.263 0.08
C -1.668 -0.881 0.723 0.85
Cl -2.296 -0.370 2.363 -0.58
C -0.138 -0.983 0.866 -1.33
C 0.532 -1.640 -0.355 -0.61
O -0.409 -2.017 -1.389 -0.16
S -1.499 -3.087 -0.981 1.40
O -0.832 -4.279 -0.555 -0.70
O -2.423 -3.142 -2.061 -0.67
C -2.190 -2.328 0.520 -1.01
C -3.654 -2.631 0.753 -0.51
Cl -3.866 -3.645 2.162 -0.24
C -4.764 -2.294 0.098 0.84
C -6.140 -2.703 0.530 -1.43
Cl -4.747 -1.361 -1.354 -0.15
H -1.000 3.201 0.315 0.56
H -0.718 1.884 1.475 0.14
H -2.352 2.374 1.085 0.31
H -1.971 1.775 -1.311 0.58
H -0.414 1.091 -0.924 0.15
H -2.307 -0.458 -1.137 0.44
H 0.288 -0.002 1.063 0.36
H 0.069 -1.588 1.749 0.59
H 1.103 -2.522 -0.067 0.22
H 1.211 -0.951 -0.850 0.49
H -1.656 -2.898 1.276 0.75
H -6.884 -2.097 0.020 0.42
H -6.318 -3.753 0.290 0.30
H -6.260 -2.570 1.604 0.40
C -3.785 -9.222 1.421 -0.64
O -2.560 -8.805 0.804 -0.22
P -2.178 -9.344 -0.649 0.93
O -3.275 -10.086 -1.276 -0.68
O -0.816 -10.124 -0.464 -0.36
C -0.848 -11.328 0.309 -0.68
O -1.617 -8.082 -1.397 -0.25
C -2.496 -6.957 -1.565 -0.67
H -3.710 -10.253 1.765 0.29
H -3.939 -8.563 2.273 0.24
H -4.617 -9.138 0.725 0.32
H -1.724 -11.927 0.060 0.34
H -0.848 -11.085 1.373 0.25
H 0.051 -11.885 0.063 0.24
H -2.478 -6.343 -0.667 0.27
H -3.513 -7.288 -1.781 0.39
H -2.120 -6.377 -2.403 0.23
C 1.850 -0.811 -3.998 -0.18
O 1.730 0.250 -4.963 -0.37
P 1.544 1.742 -4.444 1.01
O 1.720 1.864 -2.993 -0.61
O 0.144 2.210 -5.014 -0.43
C -0.982 1.488 -4.498 -0.12
O 2.477 2.610 -5.367 -0.39
C 3.883 2.323 -5.353 -0.65
H 0.885 -0.993 -3.524 0.09
H 2.171 -1.699 -4.534 0.15
H 2.592 -0.565 -3.243 0.33
H -0.853 1.314 -3.429 -0.21
H -1.096 0.540 -5.024 0.26
H -1.866 2.099 -4.656 0.33
H 4.094 1.494 -6.028 0.26
H 4.223 2.080 -4.346 0.32
H 4.389 3.221 -5.698 0.25
C -2.361 5.759 6.759 -0.61
O -3.029 5.078 5.688 -0.33
P -2.310 4.913 4.275 1.10
O -0.901 5.320 4.313 -0.60
O -3.230 5.659 3.234 -0.34
C -3.345 7.084 3.340 -0.45
O -2.625 3.436 3.840 -0.27
C -2.171 2.365 4.682 0.12
H -2.350 6.834 6.579 0.28
H -2.929 5.546 7.660 0.24
H -1.338 5.403 6.864 0.30
H -2.374 7.540 3.536 0.10
H -4.048 7.339 4.133 0.26
H -3.722 7.442 2.387 0.24
H -2.893 2.189 5.477 0.28
H -1.192 2.590 5.108 0.33
H -2.091 1.495 4.037 -0.37
C 4.431 -4.765 -5.197 -0.53
O 5.276 -5.005 -4.063 -0.29
P 5.417 -3.905 -2.919 0.76
O 4.464 -2.802 -3.080 -0.26
O 6.944 -3.516 -2.882 -0.41
C 7.486 -2.837 -4.021 -0.61
O 5.356 -4.726 -1.578 -0.39
C 4.171 -5.494 -1.313 -0.53
H 4.892 -4.044 -5.871 0.28
H 4.319 -5.719 -5.703 0.25
H 3.459 -4.392 -4.881 0.22
H 6.798 -2.070 -4.379 0.28
H 7.694 -3.555 -4.815 0.26
H 8.412 -2.370 -3.698 0.24
H 4.236 -6.454 -1.821 0.25
H 3.277 -4.960 -1.636 0.22
H 4.131 -5.645 -0.238 0.25
C 0.606 8.252 4.067 -0.58
O 1.902 8.724 3.662 -0.33
P 2.026 9.711 2.419 1.00
O 0.728 10.220 1.969 -0.65
O 2.899 8.946 1.351 -0.37
C 2.330 7.772 0.756 -0.65
O 3.103 10.772 2.870 -0.36
C 2.817 11.562 4.030 -0.64
H 0.234 7.506 3.368 0.24
H 0.731 7.784 5.039 0.29
H -0.096 9.082 4.130 0.37
H 1.281 7.934 0.505 0.33
H 2.427 6.927 1.438 0.26
H 2.893 7.576 -0.152 0.25
H 3.082 11.005 4.928 0.25
H 1.764 11.843 4.062 0.33
H 3.425 12.459 3.957 0.25

---

11
Properties=species:S:1:pos:R:3:mulliken_charge:R:1 method="wB97M-V/def2-TZVPD" multiplicity=1
N -2.087 -0.543 0.179 -0.55
C -0.755 -0.112 0.018 0.43
N 0.208 -1.119 0.199 -0.36
N 1.375 -0.687 0.104 -0.08
C 1.128 1.143 -0.083 -0.10
C -0.258 1.129 -0.190 -0.60
H -2.727 0.149 -0.189 0.26
H -2.249 -1.442 -0.260 0.26
H 2.062 -1.418 0.302 0.25
H 1.736 1.422 -0.949 0.27
H 1.566 1.477 0.868 0.23

---

10
Properties=species:S:1:pos:R:3:mulliken_charge:R:1 method="wB97M-V/def2-TZVPD" multiplicity=1
C 0.888 -2.271 0.055 -0.87
S -0.853 -1.979 -0.331 -0.05
S -0.630 0.067 -0.682 -0.17
H 0.967 -3.267 0.471 0.30
H 1.195 -1.547 0.798 0.32
H 1.482 -2.182 -0.840 0.31
H -1.954 0.268 -0.626 0.16
O -0.026 3.643 0.565 -0.61
H -0.308 3.025 -0.119 0.29
H -0.762 4.242 0.708 0.31

---

HOMO energy (computed, eV): -9.5791, -9.3798, -8.1345, -8.3276
ΔE to the lowest compared entry with this formula, charge and spin (computed, kcal per mole): 48.15, 0.00, 99.19, 6.82